Record 1
70
Properties=species:S:1:pos:R:3:forces:R:3 method="wB97M-V/def2-TZVPD" energy_ev=-77811.74346 total_charge=-1 homo_energy_ha=-0.2161 orbital_gap_ev=8.1
C -2.6931 -4.4860 -1.1794 -0.081 0.139 0.202
H -3.4628 -5.2055 -1.4455 -0.071 -0.096 -0.095
H -1.8071 -5.0274 -0.8552 0.088 -0.071 0.030
H -2.4498 -3.8981 -2.0612 0.031 0.028 -0.144
C -3.1978 -3.5840 -0.0566 -0.054 -0.312 0.067
N -2.1950 -2.6281 0.3584 -0.062 -0.046 0.106
C -1.5239 -2.7829 1.5089 -0.364 -0.505 0.056
O -1.6351 -3.7433 2.2505 0.134 0.112 0.160
C -0.6024 -1.6159 1.8980 0.336 0.175 0.501
O -0.4408 -1.3437 3.0722 -0.217 -0.198 -0.045
N 0.0240 -0.9764 0.8666 0.124 0.128 -0.036
C 0.8607 0.1522 0.9954 0.018 -0.227 0.186
O 1.3784 0.6353 -0.0022 0.224 0.028 -0.219
N 1.0509 0.6236 2.2305 -0.019 -0.042 0.477
H 0.5304 0.1855 2.9895 0.085 -0.041 -0.232
C 1.7466 1.8805 2.4787 -0.107 0.211 -0.134
C 2.2036 1.9607 3.9040 0.056 -0.005 -0.122
C 3.5269 2.2497 4.2111 -0.232 -0.071 -0.018
C 3.9439 2.3510 5.5235 0.010 0.023 0.405
C 3.0305 2.1669 6.5554 -0.105 -0.017 -0.338
C 1.7040 1.8848 6.2548 0.058 -0.026 0.107
C 1.2942 1.7843 4.9392 0.186 0.027 0.015
H 0.2577 1.5821 4.7213 -0.137 -0.002 -0.010
H 0.9894 1.7465 7.0556 -0.069 -0.015 0.072
O 3.4728 2.2716 7.8420 0.045 0.017 0.183
H 2.7333 2.1241 8.4438 0.092 0.015 -0.110
H 4.9704 2.5724 5.7693 0.128 0.023 0.022
H 4.2420 2.3967 3.4147 0.068 0.007 -0.094
H 2.5958 1.9452 1.7887 -0.112 0.003 0.134
C 0.7213 2.9967 2.1384 0.513 -0.060 -0.116
O 0.0786 3.5911 2.9714 -0.267 0.060 0.229
N 0.6030 3.1801 0.7986 0.053 0.132 -0.447
C -0.6783 3.5320 0.2411 -0.108 0.096 0.398
H -1.1358 4.3290 0.8261 -0.048 -0.102 -0.122
C -0.7193 3.6508 -1.2981 0.397 0.503 -0.394
N -1.3898 2.3658 -1.3342 -0.045 0.154 -0.468
C -1.4835 2.2306 0.0069 -0.049 0.071 0.638
O -1.8890 1.3602 0.7329 -0.067 -0.071 0.038
C -1.5252 1.5324 -2.4455 -0.267 -0.579 -0.480
C -0.4600 1.3968 -3.2479 -0.273 0.104 0.304
C -0.5497 0.5554 -4.4743 -0.276 -0.398 -0.025
H 0.3564 0.5858 -5.0746 -0.095 0.120 -0.009
H -1.4299 0.8040 -5.0663 0.116 0.003 -0.027
S -0.7992 -1.1851 -3.9711 0.445 -0.547 -0.306
C 0.7382 -1.7865 -4.5487 0.231 -0.461 -0.046
N 1.7508 -1.1709 -5.1363 -0.712 0.590 0.240
N 2.6700 -2.0984 -5.3709 0.876 -0.200 -0.357
N 2.2992 -3.2413 -4.9696 0.278 -1.086 0.102
N 1.0757 -3.0993 -4.4372 -0.068 1.528 -0.330
C 0.3170 -4.1701 -3.8753 -0.131 -0.343 0.214
H 0.7912 -5.1075 -4.1600 -0.057 0.045 0.018
H -0.7045 -4.1272 -4.2546 0.024 -0.070 -0.003
H 0.2902 -4.0862 -2.7870 -0.023 -0.057 -0.015
C 0.8714 1.9594 -2.8636 0.067 0.349 0.358
H 1.3097 1.3823 -2.0465 -0.019 -0.084 -0.212
H 1.5643 1.9732 -3.7034 -0.009 -0.033 0.009
S 0.8115 3.7065 -2.2779 -0.054 -0.026 -0.065
C -2.8806 0.8171 -2.6763 0.415 0.560 0.170
O -3.8857 1.4085 -2.3122 -0.449 0.428 0.339
O -2.7830 -0.3128 -3.2104 -0.332 -0.192 -0.256
H -1.3518 4.4664 -1.6621 0.031 -0.100 0.109
H 1.1401 2.5436 0.2115 -0.059 0.085 0.221
C -0.3690 -1.3426 -0.4890 -0.281 0.093 -0.513
C -1.8749 -1.5175 -0.5119 0.234 0.355 -0.231
H -2.2239 -1.7138 -1.5263 0.056 -0.015 0.136
H -2.3563 -0.5978 -0.1579 0.049 -0.141 -0.190
H -0.0528 -0.5486 -1.1640 -0.070 -0.159 0.114
H 0.1352 -2.2716 -0.7791 -0.035 0.088 -0.077
H -3.4500 -4.1822 0.8221 -0.055 0.114 -0.133
H -4.0796 -3.0296 -0.3890 0.017 -0.016 0.060

---

Record 2
131
Properties=species:S:1:pos:R:3:forces:R:3 method="wB97M-V/def2-TZVPD" energy_ev=-82002.76034 total_charge=+1 homo_energy_ha=-0.3394 orbital_gap_ev=6.0
Pt -1.0306 0.1917 0.6813 -0.044 -0.425 0.270
C 1.4272 3.5929 1.7405 -0.082 -0.065 0.019
C 0.9286 2.4478 1.0964 0.057 0.048 0.073
N -0.1642 1.8364 1.4836 -0.044 0.215 -0.163
C -0.8576 2.3128 2.5707 -0.028 -0.112 -0.080
C -0.4047 3.4254 3.2934 0.062 0.090 0.047
C 0.7641 4.0739 2.8314 0.018 0.018 0.012
C -1.1158 3.8328 4.4457 -0.037 -0.043 -0.020
C -2.2109 3.1145 4.8374 0.035 0.024 -0.028
C -2.6781 2.0046 4.1072 0.055 -0.032 -0.154
C -2.0379 1.6032 2.9462 -0.026 0.060 0.159
N -2.3332 0.5449 2.1239 -0.120 0.223 -0.157
C -3.4980 -0.1720 2.0430 -0.112 -0.124 0.043
C -4.7150 0.0451 2.6681 0.145 -0.034 -0.038
C -5.7713 -0.8772 2.5244 0.005 -0.062 -0.029
C -5.6416 -2.0284 1.7986 0.071 0.085 -0.004
C -4.4237 -2.2715 1.1175 -0.124 -0.161 0.008
C -4.1640 -3.4510 0.3818 -0.033 0.025 -0.024
C -2.9490 -3.6314 -0.2163 0.006 0.130 0.044
C -2.0037 -2.5955 -0.1499 -0.110 -0.035 0.086
N -2.2334 -1.4616 0.4791 0.146 -0.243 -0.009
C -3.4001 -1.3183 1.1911 0.157 0.110 0.029
H 2.3279 4.0569 1.3656 0.008 0.013 0.005
H 1.4381 2.0106 0.2574 -0.007 0.040 -0.046
H 1.1272 4.9448 3.3631 0.000 0.001 0.002
H -0.7717 4.6906 5.0071 -0.003 0.001 0.010
H -2.7442 3.3967 5.7355 0.002 0.007 0.008
H -3.5213 1.4519 4.4869 0.029 0.029 0.036
H -4.8721 0.9197 3.2773 -0.045 -0.008 -0.042
H -6.7031 -0.6677 3.0332 -0.008 -0.004 -0.001
H -6.4437 -2.7501 1.7303 -0.011 0.000 0.006
H -4.9341 -4.2095 0.3154 0.003 -0.010 0.006
H -2.7054 -4.5332 -0.7588 -0.003 -0.019 0.006
H -1.0526 -2.6970 -0.6554 0.025 -0.057 0.121
C 2.7086 3.1088 -1.7213 0.065 -0.062 0.014
C 2.4702 1.6024 -1.9027 0.003 -0.070 0.060
C 3.6740 1.0168 -2.6502 -0.006 -0.041 -0.002
C 1.1582 1.3406 -2.6318 -0.127 -0.031 -0.062
C 0.9723 2.0344 -3.8269 0.011 -0.084 0.031
C -0.1682 1.8809 -4.5913 0.070 -0.064 -0.080
C -1.1383 0.9848 -4.1898 -0.071 -0.030 0.044
C -0.9994 0.2452 -3.0203 0.049 0.100 -0.107
C -2.0221 -0.8270 -2.7193 0.051 0.035 0.039
C -3.3535 -0.2468 -2.2449 -0.025 0.033 -0.066
C -2.2346 -1.7617 -3.9133 -0.011 0.005 -0.037
C 0.1328 0.4617 -2.2239 0.112 -0.063 0.100
N 0.2663 -0.2542 -0.9560 0.108 0.007 -0.013
C 1.0646 -1.2593 -0.9182 -0.014 -0.049 0.212
C 1.5411 -1.9020 0.4002 -0.345 0.180 -0.259
N 1.0903 -1.5109 1.5117 0.419 0.121 -0.173
C 1.6655 -1.9724 2.7242 -0.116 0.057 -0.016
C 2.8805 -1.4235 3.1611 -0.151 -0.064 0.134
C 3.3895 -1.8924 4.3668 0.045 -0.003 -0.031
C 2.7211 -2.8516 5.1109 0.014 0.014 0.057
C 1.4910 -3.3251 4.6858 -0.022 0.006 -0.056
C 0.9307 -2.8800 3.4941 0.145 0.007 0.033
C -0.4259 -3.3638 3.0293 -0.021 0.022 -0.063
C -1.5140 -3.0608 4.0591 -0.008 -0.012 0.031
C -0.3948 -4.8459 2.6581 -0.013 -0.046 0.013
C 3.5904 -0.3008 2.4300 -0.015 -0.005 -0.107
C 3.5763 0.9764 3.2728 0.008 0.015 0.046
C 5.0188 -0.6771 2.0337 0.036 0.011 0.013
C 2.5197 -2.9392 0.0113 -0.059 0.017 0.295
C 3.2632 -3.8389 0.7263 0.072 -0.054 -0.014
C 4.0582 -4.7709 0.0128 -0.019 0.037 -0.056
C 4.0864 -4.8034 -1.3589 0.002 -0.002 0.049
C 3.3086 -3.8894 -2.1146 0.053 -0.041 -0.018
C 3.2089 -3.8285 -3.5252 -0.039 0.031 -0.050
C 2.3840 -2.9081 -4.1269 0.019 -0.005 0.084
C 1.6256 -1.9780 -3.3786 0.064 0.030 -0.085
C 1.7223 -2.0025 -2.0079 -0.092 0.244 -0.039
C 2.5505 -2.9662 -1.3946 0.130 -0.145 -0.066
H 3.5455 3.2825 -1.0418 -0.004 -0.021 0.030
H 1.8328 3.6344 -1.3423 -0.076 -0.006 0.084
H 2.9599 3.5745 -2.6743 -0.010 -0.018 0.074
H 2.4403 1.1185 -0.9217 0.033 -0.031 -0.081
H 3.7455 1.4408 -3.6531 -0.018 0.004 -0.011
H 3.6180 -0.0654 -2.7461 -0.038 -0.078 -0.006
H 4.5961 1.2617 -2.1197 -0.006 0.000 0.007
H 1.7340 2.7294 -4.1537 -0.009 -0.027 0.005
H -0.2998 2.4483 -5.5036 -0.013 -0.022 0.021
H -2.0208 0.8447 -4.8013 -0.003 -0.003 -0.004
H -1.6079 -1.4302 -1.9197 -0.036 0.122 -0.169
H -3.7348 0.4773 -2.9698 -0.010 -0.026 -0.003
H -3.2476 0.2620 -1.2885 0.023 0.100 0.024
H -4.0982 -1.0392 -2.1381 -0.001 -0.010 0.030
H -2.8209 -1.2826 -4.6990 0.018 0.011 -0.008
H -2.7855 -2.6487 -3.5949 -0.024 -0.003 0.002
H -1.2890 -2.0877 -4.3505 -0.009 -0.009 0.025
H 4.3282 -1.4946 4.7335 0.000 -0.004 0.011
H 3.1475 -3.2061 6.0399 -0.003 -0.006 0.004
H 0.9530 -4.0450 5.2907 0.008 -0.006 0.006
H -0.6705 -2.7997 2.1288 -0.020 -0.007 0.018
H -1.3541 -3.6166 4.9852 0.004 0.006 0.003
H -2.4967 -3.3405 3.6722 -0.003 -0.012 -0.022
H -1.5353 -1.9969 4.3024 0.005 0.007 -0.003
H -0.1461 -5.4621 3.5246 -0.002 0.001 0.007
H 0.3502 -5.0478 1.8849 0.006 0.017 -0.005
H -1.3693 -5.1707 2.2871 -0.007 0.002 0.001
H 3.0362 -0.0802 1.5155 -0.016 -0.051 -0.050
H 4.1555 0.8461 4.1890 -0.003 -0.001 0.000
H 2.5593 1.2525 3.5579 -0.015 -0.008 -0.012
H 4.0153 1.8076 2.7168 0.014 0.002 -0.004
H 5.6459 -0.8124 2.9171 -0.003 -0.016 -0.001
H 5.4714 0.1121 1.4299 -0.011 0.014 0.013
H 5.0483 -1.6027 1.4578 -0.025 -0.014 -0.017
H 3.2592 -3.8500 1.8083 -0.011 -0.007 -0.017
H 4.6532 -5.4794 0.5732 0.004 -0.004 -0.003
H 4.6990 -5.5340 -1.8720 0.001 -0.004 -0.002
H 3.7810 -4.5198 -4.1316 0.002 -0.001 -0.001
H 2.3146 -2.8818 -5.2059 -0.004 -0.006 -0.006
H 1.0048 -1.2624 -3.8995 0.012 0.014 0.022
O 1.7533 5.1995 -4.1069 0.026 0.021 -0.107
C 0.4457 5.4139 -4.6086 -0.046 0.051 0.022
N -0.4442 5.0105 -3.5534 0.009 -0.039 -0.028
C -1.6723 4.4929 -3.8019 -0.107 0.076 -0.038
O -2.1374 4.4030 -4.9250 0.010 0.061 0.050
C -2.4330 4.0412 -2.5943 -0.039 -0.015 -0.009
C -3.8004 4.2701 -2.5001 0.022 -0.030 -0.040
C -4.4742 3.8064 -1.3841 -0.015 -0.024 -0.020
C -3.7625 3.0994 -0.4234 0.005 -0.075 -0.081
N -2.4603 2.8470 -0.5188 0.019 0.145 0.130
C -1.8169 3.3262 -1.5784 0.091 -0.070 0.043
H 2.3805 5.6229 -4.7010 0.014 0.069 0.014
H 0.2316 4.8063 -5.4906 -0.027 0.012 0.021
H 0.2991 6.4689 -4.8642 0.029 -0.023 0.002
H -0.1104 5.1041 -2.6088 -0.024 0.082 0.004
H -4.3131 4.7961 -3.2951 0.013 0.006 -0.004
H -5.5352 3.9739 -1.2610 -0.004 0.002 -0.007
H -4.2631 2.6907 0.4488 -0.010 0.044 0.030
H -0.7567 3.0867 -1.6448 -0.027 0.017 0.004

---

Record 3
21
Properties=species:S:1:pos:R:3:forces:R:3 method="wB97M-V/def2-TZVPD" energy_ev=-29001.09860 total_charge=+1 homo_energy_ha=-0.4775 orbital_gap_ev=9.7 smiles=C[C@](N)(S)[C@@](C)([NH3+])S
C -0.6731 -0.6786 1.8687 0.874 -1.049 -1.285
C -0.6475 -0.0666 0.4560 -1.229 -3.823 -0.981
N -0.7789 1.3236 0.4516 1.493 -1.734 -3.183
S -2.1946 -1.0497 -0.5872 1.914 1.354 1.173
C 0.6909 -0.4570 -0.3776 1.025 -0.136 -1.577
C 0.4951 -1.2789 -1.7110 -0.656 0.257 0.452
N 1.3828 0.9104 -0.6121 -1.462 1.359 -3.596
S 1.9454 -1.4068 0.5322 0.352 0.117 0.319
H -1.5719 -0.5437 2.4383 -0.342 0.817 0.167
H -0.5881 -1.7964 1.8424 -0.163 1.012 -0.242
H 0.2594 -0.3182 2.2810 -0.111 0.205 1.111
H -0.9619 1.7667 1.2448 -1.391 2.171 4.163
H -1.2301 1.6489 -0.3491 -1.327 0.945 -1.164
H -2.9058 -0.0172 -0.2032 -0.934 0.353 0.174
H 1.3409 -1.6308 -2.3092 0.559 0.824 0.606
H 0.0479 -2.2259 -1.4404 -0.234 -0.241 0.454
H -0.2342 -0.8474 -2.3714 -0.198 0.572 -0.346
H 0.5932 1.6012 -0.1264 1.288 -1.014 0.136
H 2.3232 0.9350 -0.2759 0.627 0.123 0.664
H 1.4495 1.3024 -1.6670 -0.333 -1.683 2.755
H 1.0219 -2.0554 1.2235 0.249 -0.429 0.199